1.
{
  "formula": "C4H10S2",
  "method": "ωB97M-V/def2-TZVPD",
  "elements": ["C", "S", "S", "H", "H", "H", "H", "C", "C", "C", "H", "H", "H", "H", "H", "H"],
  "coordinates": [[-1.5393, -2.1710, -0.6675], [-2.3346, -0.6711, -1.2194], [-0.8143, 0.7014, -0.8144], [-1.7641, -2.4756, 0.3572], [-0.4671, -1.9652, -0.6827], [-1.8020, -3.0368, -1.2764], [-0.3543, 1.5911, -1.7282], [2.5688, -0.2814, 2.3478], [2.4551, 1.1705, 2.0208], [2.8615, 1.7060, 0.8730], [1.6081, -0.7347, 2.5954], [2.9787, -0.8304, 1.4974], [3.3147, -0.4452, 3.1290], [1.8579, 1.7981, 2.6751], [3.1050, 2.7521, 0.7598], [3.1540, 0.9963, 0.1034]],
  "smiles": "C=CC.CSS",
  "molar_mass_g_mol": 122.26,
  "gap_ev": 8.91,
  "total_energy_ha": -954.705269
}

2.
{
  "formula": "C6H26B2InO6",
  "method": "ωB97M-V/def2-TZVPD",
  "elements": ["In", "B", "H", "H", "H", "H", "B", "H", "H", "H", "H", "C", "C", "O", "O", "H", "H", "H", "H", "H", "H", "C", "C", "O", "O", "H", "H", "H", "H", "H", "H", "C", "C", "O", "O", "H", "H", "H", "H", "H", "H"],
  "coordinates": [[15.7766, 17.7870, -13.8799], [18.2952, 16.2196, -13.0531], [18.8647, 15.3629, -12.7278], [17.2972, 15.9021, -12.7933], [18.6139, 17.0606, -12.4570], [18.2591, 16.4375, -14.1092], [14.7024, 14.7282, -13.0633], [14.0776, 15.5886, -12.8803], [14.0767, 13.8765, -13.2807], [15.2256, 15.0208, -13.9605], [15.4683, 14.4971, -12.3392], [12.2422, 18.9204, -14.0203], [11.7312, 17.5101, -14.3103], [12.9109, 16.7454, -14.6152], [13.2022, 18.9611, -12.9432], [11.4217, 19.6094, -13.8199], [12.6525, 19.2796, -14.9640], [10.9341, 17.4415, -15.0507], [11.2794, 17.0629, -13.4249], [12.6563, 15.8631, -14.8953], [12.7184, 19.3043, -12.1884], [14.4658, 17.8492, -17.6123], [15.7577, 17.0209, -17.7578], [16.4738, 16.7820, -16.5233], [14.7644, 18.9868, -16.8312], [13.7555, 17.3277, -16.9707], [14.0563, 17.9811, -18.6137], [16.5344, 17.5416, -18.3180], [15.4203, 16.2008, -18.3916], [17.3546, 16.5902, -16.8533], [15.2660, 19.5568, -17.4186], [19.1892, 19.7086, -14.8248], [18.6960, 20.3727, -15.9949], [17.5518, 19.7189, -16.5300], [18.2801, 19.4312, -13.7709], [19.7863, 20.4610, -14.3095], [19.6982, 18.7646, -15.0193], [19.3316, 20.4680, -16.8752], [18.2791, 21.3097, -15.6257], [17.2754, 20.1098, -17.3622], [18.3163, 20.1294, -13.1131]],
  "molar_mass_g_mol": 330.71,
  "gap_ev": 4.38,
  "total_energy_ha": -934.703854,
  "charge": 1
}

3.
{
  "formula": "C31H43N6ORuSSi",
  "method": "ωB97M-V/def2-TZVPD",
  "elements": ["Ru", "C", "C", "N", "C", "C", "C", "C", "C", "C", "C", "N", "C", "C", "N", "N", "H", "H", "H", "H", "H", "H", "H", "H", "H", "H", "H", "H", "H", "H", "H", "H", "H", "H", "C", "N", "C", "C", "N", "C", "S", "H", "H", "H", "H", "H", "H", "C", "C", "C", "C", "Si", "O", "C", "C", "C", "C", "C", "C", "C", "C", "C", "C", "C", "C", "H", "H", "H", "H", "H", "H", "H", "H", "H", "H", "H", "H", "H", "H", "H", "H", "H", "H", "H"],
  "coordinates": [[0.6108, 0.5190, 1.2206], [3.4146, 1.1131, 0.3448], [2.8183, 2.3299, -0.3498], [1.3460, 2.2451, -0.3511], [0.6264, 3.4812, -0.0528], [0.5651, 3.7103, 1.4341], [0.7009, 4.9698, 1.9890], [0.6574, 5.1059, 3.3672], [0.5324, 3.9706, 4.1551], [0.4042, 2.7400, 3.5393], [0.2986, 1.4652, 4.3355], [1.1033, 0.4061, 3.7200], [2.5591, 0.4580, 3.9788], [3.3049, 0.1235, 2.6925], [2.8634, 1.1165, 1.7078], [0.3827, 2.6223, 2.2020], [4.5060, 1.1695, 0.3277], [3.1010, 0.1966, -0.1607], [3.2217, 2.4027, -1.3601], [3.1128, 3.2314, 0.1955], [1.0154, 1.8249, -1.2140], [-0.3929, 3.3770, -0.4277], [1.0704, 4.3523, -0.5406], [0.8417, 5.8331, 1.3529], [0.7434, 6.0822, 3.8256], [0.5352, 4.0392, 5.2344], [-0.7434, 1.1351, 4.3291], [0.5829, 1.6592, 5.3718], [0.7476, -0.4963, 4.0149], [2.8527, -0.2336, 4.7683], [2.8234, 1.4700, 4.2965], [3.0177, -0.8717, 2.3496], [4.3850, 0.1436, 2.8582], [3.0134, 2.0410, 2.1041], [1.0090, -4.8482, 2.5335], [-0.1697, -4.4772, 1.7569], [-1.0692, -5.3503, 1.1784], [-2.0120, -4.6047, 0.5643], [-1.6718, -3.2909, 0.7728], [-0.5531, -3.2165, 1.4939], [0.2415, -1.8178, 2.1282], [1.0151, -5.9246, 2.6702], [0.9789, -4.3563, 3.5029], [1.9119, -4.5370, 2.0124], [-0.9521, -6.4172, 1.2485], [-2.8856, -4.8937, 0.0082], [-2.1658, -2.4764, 0.4201], [-0.7660, -2.4491, -4.0347], [0.1712, -1.9861, -2.9127], [1.5227, -1.4963, -3.4435], [0.3752, -3.0954, -1.8748], [-0.5793, -0.5075, -1.9366], [0.5111, -0.1696, -0.7583], [-2.2806, -0.8645, -1.1672], [-2.6053, -0.2503, 0.0510], [-3.8469, -0.4046, 0.6546], [-4.8058, -1.2040, 0.0496], [-4.5246, -1.8093, -1.1692], [-3.2844, -1.6289, -1.7720], [-0.9167, 0.9652, -3.0689], [-1.5059, 2.0694, -2.4314], [-1.7868, 3.2411, -3.1192], [-1.5044, 3.3287, -4.4752], [-0.9643, 2.2353, -5.1358], [-0.6565, 1.0741, -4.4362], [-0.2118, -3.0734, -4.7446], [-1.1877, -1.6238, -4.6083], [-1.5817, -3.0594, -3.6488], [2.0467, -2.3309, -3.9230], [2.1582, -1.1237, -2.6371], [1.4202, -0.7149, -4.1948], [0.9120, -3.9343, -2.3342], [-0.5781, -3.4801, -1.5129], [0.9714, -2.7456, -1.0272], [-1.8661, 0.3817, 0.5446], [-4.0772, 0.1050, 1.5820], [-5.7732, -1.3378, 0.5154], [-5.2790, -2.4091, -1.6618], [-3.1013, -2.0884, -2.7330], [-1.7685, 1.9988, -1.3779], [-2.2381, 4.0822, -2.6057], [-1.7152, 4.2412, -5.0171], [-0.7740, 2.2848, -6.1999], [-0.2080, 0.2574, -4.9838]],
  "spin_multiplicity": 6,
  "molar_mass_g_mol": 676.95,
  "gap_ev": [8.14, 5.77],
  "total_energy_ha": -2392.966624,
  "charge": 2
}